Here is a molecular structure, C38H23BrCl7N4O4SZr in a non-equilibrium geometry from the Open Molecules 2025 dataset. Energies are from ωB97M-V/def2-TZVPD.

Element x y z (Å)
Zr -1.6822 0.4834 -0.0437
Br -0.6518 6.8124 3.6181
C -0.8080 5.0386 2.9986
C 0.2519 4.1474 3.1686
C 0.1340 2.8397 2.7495
C -1.0237 2.3880 2.1246
O -1.1362 1.1084 1.7455
C -2.0743 3.3002 1.9205
C -3.2817 2.9310 1.2253
N -3.4108 1.8463 0.5457
C -4.5892 1.5553 -0.1930
C -5.5340 2.4569 -0.5874
C -6.6473 2.0616 -1.3562
C -6.8257 0.7558 -1.6951
C -5.8844 -0.2097 -1.2720
C -6.0525 -1.5922 -1.4988
C -5.1260 -2.4770 -1.0223
C -3.9913 -1.9826 -0.3718
N -3.7728 -0.6983 -0.1571
C -4.7429 0.1909 -0.5563
C -1.9600 4.6189 2.3881
H 1.1742 4.4892 3.6210
H 0.9482 2.1390 2.8864
H -4.1134 3.6292 1.2863
H -5.4271 3.5050 -0.3381
H -7.3612 2.8110 -1.6719
H -7.6801 0.4403 -2.2824
H -6.9307 -1.9397 -2.0330
H -5.2396 -3.5448 -1.1604
H -3.2336 -2.6662 -0.0203
H -2.7805 5.3126 2.2309
Cl -1.1026 6.4326 -1.2164
C -0.6483 4.7814 -1.1196
C 0.6039 4.4248 -0.5974
Cl 1.6904 5.6479 -0.0835
C 0.9552 3.0909 -0.4734
Cl 2.4769 2.6148 0.1704
C 0.0596 2.0854 -0.8442
O 0.2392 0.7804 -0.6261
C -1.1830 2.4498 -1.4231
O -2.0078 1.4162 -1.7367
C -1.5279 3.7988 -1.5392
Cl -3.0610 4.2011 -2.2091
Cl 5.8471 -2.6833 -4.3802
C 4.9333 -2.8754 -2.9258
C 3.7782 -2.1359 -2.7327
C 3.0628 -2.3041 -1.5589
C 3.4714 -3.1859 -0.5620
C 2.6717 -3.3260 0.7124
C 1.3702 -4.1292 0.5263
N 0.2822 -3.3405 -0.0514
C -0.0460 -3.2459 -1.3927
C -0.8653 -2.1815 -1.5158
N -1.0507 -1.6223 -0.2552
C -0.3357 -2.3462 0.5897
O 2.2882 -2.1087 1.3143
C 3.2007 -1.0068 1.2659
C 4.6202 -1.3771 1.5857
C 5.0334 -2.0855 2.6736
Cl 4.0460 -2.6995 3.9376
S 6.7300 -2.3143 2.7106
C 6.9209 -1.4464 1.2490
C 5.7312 -1.0103 0.7634
C 4.6386 -3.9157 -0.7935
Cl 5.2544 -5.0454 0.3741
C 5.3683 -3.7687 -1.9638
H 3.4497 -1.4339 -3.4882
H 2.1694 -1.7064 -1.4051
H 3.2449 -3.8978 1.4374
H 1.0540 -4.4933 1.5005
H 1.5453 -4.9815 -0.1237
H 0.3259 -3.9457 -2.1238
H -1.3168 -1.7659 -2.3986
H -0.2399 -2.1678 1.6477
H 2.8074 -0.2953 1.9916
H 3.1653 -0.5231 0.2899
H 7.9075 -1.3152 0.8271
H 5.6229 -0.4466 -0.1569
H 6.2714 -4.3471 -2.1191

Cartesian forces (eV/Å) of the 2 atoms listed first:
-0.6 -0.8 0.8
0.0 0.0 0.0

Relative energy (zero: lowest compared OMol25 entry of this formula, charge and spin) ... 40.6 kJ/mol
Net charge ... +1
LUMO ... -3.61 eV
Orbital gap ... 7.1 eV

***

Here is a molecular structure, C38H25BrF2N4OPSe2Ti from the Open Molecules 2025 dataset. Energies are from ωB97M-V/def2-TZVPD.

Element x y z (Å)
Ti -0.5852 0.0491 -0.5847
F 1.1368 4.5661 1.8783
C 0.0903 3.8410 1.4573
C 0.3236 2.6865 0.7314
C -0.7633 1.9356 0.3078
C -2.0743 2.3412 0.6083
C -2.2437 3.5009 1.3614
F -3.4731 3.9077 1.7193
C -1.1797 4.2675 1.7911
C -3.1637 1.4720 0.1399
C -4.5054 1.8380 0.0599
C -5.4294 0.9208 -0.4074
C -5.0098 -0.3422 -0.7987
C -3.6631 -0.6293 -0.7308
N -2.7639 0.2512 -0.2718
H 1.3437 2.3915 0.5199
H -1.3375 5.1564 2.3838
H -4.8124 2.8263 0.3580
H -6.4739 1.1961 -0.4738
H -5.7017 -1.0846 -1.1683
H -3.2661 -1.5777 -1.0662
Se -0.6007 -2.3989 -1.7716
P -0.0149 -1.0960 -3.4111
Se -0.8090 0.9111 -2.9551
C 1.7693 -1.0326 -3.6382
C 2.5200 0.0812 -3.2833
C 3.8976 0.0590 -3.4486
C 4.5194 -1.0708 -3.9569
C 3.7676 -2.1857 -4.3095
C 2.3931 -2.1694 -4.1535
C -0.7251 -1.6989 -4.9576
C -0.8226 -0.8273 -6.0396
C -1.3031 -1.2901 -7.2528
C -1.6781 -2.6208 -7.3886
C -1.5765 -3.4888 -6.3111
C -1.1033 -3.0299 -5.0912
H 2.0335 0.9623 -2.8882
H 4.4816 0.9313 -3.1855
H 5.5937 -1.0847 -4.0862
H 4.2526 -3.0650 -4.7118
H 1.8098 -3.0373 -4.4379
H -0.5292 0.2112 -5.9386
H -1.3866 -0.6123 -8.0918
H -2.0551 -2.9810 -8.3366
H -1.8731 -4.5237 -6.4170
H -1.0447 -3.7029 -4.2449
Br -0.1904 4.3745 5.5161
C 0.7011 2.7074 5.5977
C 0.3426 1.7845 6.5697
C 1.0154 0.5762 6.6245
C 1.9918 0.2690 5.6788
C 2.3757 1.2205 4.7425
C 1.7316 2.4460 4.7086
N 2.6075 -1.0083 5.8296
N 2.8242 -1.7547 4.8656
C 2.3906 -1.3939 3.5444
C 3.3308 -1.2577 2.5591
C 2.9869 -0.8487 1.2545
C 1.6705 -0.6171 0.9688
O 1.1918 -0.1846 -0.2023
C 0.6712 -0.8819 1.9360
N -0.6078 -0.7206 1.4965
C -1.5881 -0.9471 2.3502
C -1.3568 -1.3757 3.6633
C -0.0725 -1.5559 4.1085
C 1.0036 -1.2834 3.2397
H -0.4301 2.0188 7.2885
H 0.7988 -0.1480 7.4001
H 3.1810 1.0296 4.0438
H 2.0355 3.2016 3.9966
H 4.3723 -1.4172 2.8074
H 3.7467 -0.6963 0.5004
H -2.5973 -0.8094 1.9863
H -2.2037 -1.5690 4.3058
H 0.1128 -1.9127 5.1119

Cartesian forces (eV/Å) of the 2 atoms listed first:
0.3 -0.2 0.1
0.0 0.0 0.0

Relative energy (zero: lowest compared OMol25 entry of this formula, charge and spin) ... 0.0 kJ/mol
Net charge ... +1
LUMO ... -4.07 eV
Orbital gap ... 6.6 eV

***

Here is a molecular structure, C38H26AgBrN7 from the Open Molecules 2025 dataset. Energies are from ωB97M-V/def2-TZVPD.

Element x y z (Å)
Ag 0.0905 0.2654 -0.5155
C -0.6274 3.9699 -1.7338
C -1.8772 3.6991 -1.1978
C -1.9611 3.1723 0.0716
C -0.7807 2.8823 0.7616
N 0.4300 3.1616 0.2692
C 0.4796 3.6944 -0.9522
N -0.8924 2.3575 2.0553
C -0.2895 1.2823 2.4030
N 0.4396 0.3848 1.6450
C 0.9035 -0.5950 2.4566
N 1.7006 -1.6040 2.2593
C 2.2993 -1.9249 1.0643
C 3.4388 -2.7561 1.1372
C 4.0771 -3.1383 -0.0183
C 3.5803 -2.7044 -1.2474
C 2.4523 -1.9099 -1.2338
N 1.8212 -1.5333 -0.1210
C 0.3874 -0.3719 3.8416
C 0.5268 -1.1030 5.0036
C -0.1185 -0.6283 6.1414
C -0.8709 0.5455 6.1036
C -0.9967 1.2778 4.9264
C -0.3555 0.7918 3.8043
H -0.5135 4.3620 -2.7352
H -2.7778 3.8866 -1.7701
H -2.9151 2.9413 0.5233
H 1.4752 3.8888 -1.3408
H 3.7800 -3.0674 2.1149
H 4.9570 -3.7698 0.0280
H 4.0528 -2.9769 -2.1814
H 2.0095 -1.5547 -2.1608
H 1.1106 -2.0143 5.0111
H -0.0419 -1.1754 7.0736
H -1.3638 0.8865 7.0063
H -1.5758 2.1912 4.8778
C -0.2156 1.2112 -4.8304
C -1.5484 1.0020 -5.1574
C -2.4053 0.5254 -4.1759
C -1.9416 0.2790 -2.8815
C -0.5995 0.4993 -2.5017
C 0.2296 0.9612 -3.5367
C -2.9302 -0.2511 -1.8930
C -3.8765 -1.2448 -2.2969
C -4.7500 -1.7503 -1.3875
C -4.7222 -1.2776 -0.0541
C -5.5926 -1.7538 0.9528
C -5.5151 -1.2583 2.2248
C -4.5552 -0.2695 2.5366
C -3.6969 0.2008 1.5828
C -3.7623 -0.2929 0.2571
N -2.8948 0.1979 -0.6646
H 0.4727 1.5753 -5.5867
H -1.9163 1.2100 -6.1553
H -3.4526 0.3695 -4.4151
H 1.2789 1.1503 -3.3242
H -3.8598 -1.6047 -3.3175
H -5.4614 -2.5229 -1.6605
H -6.3165 -2.5208 0.6994
H -6.1797 -1.6277 2.9958
H -4.4817 0.1084 3.5494
H -2.9429 0.9390 1.8264
Br -1.9783 -2.9495 2.4955
C -1.1564 -3.3972 0.8414
C -0.0143 -4.1896 0.8693
C 0.5558 -4.5130 -0.3452
C -0.0181 -4.0247 -1.5110
C -1.1411 -3.2250 -1.4077
N -1.7217 -2.9260 -0.2421
H 0.4113 -4.5035 1.8107
H 1.4589 -5.1095 -0.3798
H 0.4172 -4.2305 -2.4793
H -1.5963 -2.7917 -2.2910

Cartesian forces (eV/Å) of the 2 atoms listed first:
-0.2 -0.1 -0.3
0.1 0.0 0.0

Relative energy (zero: lowest compared OMol25 entry of this formula, charge and spin) ... 0.0 kJ/mol
Net charge ... -1
LUMO ... 2.69 eV
Orbital gap ... 6.9 eV

***

Q: The highest LUMO belongs to which entry?
A: C38H26AgBrN7

***

Copy entry 3 word for word.
Here is a molecular structure, C38H26AgBrN7 from the Open Molecules 2025 dataset. Energies are from ωB97M-V/def2-TZVPD.

Element x y z (Å)
Ag 0.0905 0.2654 -0.5155
C -0.6274 3.9699 -1.7338
C -1.8772 3.6991 -1.1978
C -1.9611 3.1723 0.0716
C -0.7807 2.8823 0.7616
N 0.4300 3.1616 0.2692
C 0.4796 3.6944 -0.9522
N -0.8924 2.3575 2.0553
C -0.2895 1.2823 2.4030
N 0.4396 0.3848 1.6450
C 0.9035 -0.5950 2.4566
N 1.7006 -1.6040 2.2593
C 2.2993 -1.9249 1.0643
C 3.4388 -2.7561 1.1372
C 4.0771 -3.1383 -0.0183
C 3.5803 -2.7044 -1.2474
C 2.4523 -1.9099 -1.2338
N 1.8212 -1.5333 -0.1210
C 0.3874 -0.3719 3.8416
C 0.5268 -1.1030 5.0036
C -0.1185 -0.6283 6.1414
C -0.8709 0.5455 6.1036
C -0.9967 1.2778 4.9264
C -0.3555 0.7918 3.8043
H -0.5135 4.3620 -2.7352
H -2.7778 3.8866 -1.7701
H -2.9151 2.9413 0.5233
H 1.4752 3.8888 -1.3408
H 3.7800 -3.0674 2.1149
H 4.9570 -3.7698 0.0280
H 4.0528 -2.9769 -2.1814
H 2.0095 -1.5547 -2.1608
H 1.1106 -2.0143 5.0111
H -0.0419 -1.1754 7.0736
H -1.3638 0.8865 7.0063
H -1.5758 2.1912 4.8778
C -0.2156 1.2112 -4.8304
C -1.5484 1.0020 -5.1574
C -2.4053 0.5254 -4.1759
C -1.9416 0.2790 -2.8815
C -0.5995 0.4993 -2.5017
C 0.2296 0.9612 -3.5367
C -2.9302 -0.2511 -1.8930
C -3.8765 -1.2448 -2.2969
C -4.7500 -1.7503 -1.3875
C -4.7222 -1.2776 -0.0541
C -5.5926 -1.7538 0.9528
C -5.5151 -1.2583 2.2248
C -4.5552 -0.2695 2.5366
C -3.6969 0.2008 1.5828
C -3.7623 -0.2929 0.2571
N -2.8948 0.1979 -0.6646
H 0.4727 1.5753 -5.5867
H -1.9163 1.2100 -6.1553
H -3.4526 0.3695 -4.4151
H 1.2789 1.1503 -3.3242
H -3.8598 -1.6047 -3.3175
H -5.4614 -2.5229 -1.6605
H -6.3165 -2.5208 0.6994
H -6.1797 -1.6277 2.9958
H -4.4817 0.1084 3.5494
H -2.9429 0.9390 1.8264
Br -1.9783 -2.9495 2.4955
C -1.1564 -3.3972 0.8414
C -0.0143 -4.1896 0.8693
C 0.5558 -4.5130 -0.3452
C -0.0181 -4.0247 -1.5110
C -1.1411 -3.2250 -1.4077
N -1.7217 -2.9260 -0.2421
H 0.4113 -4.5035 1.8107
H 1.4589 -5.1095 -0.3798
H 0.4172 -4.2305 -2.4793
H -1.5963 -2.7917 -2.2910

Cartesian forces (eV/Å) of the 2 atoms listed first:
-0.2 -0.1 -0.3
0.1 0.0 0.0

Relative energy (zero: lowest compared OMol25 entry of this formula, charge and spin) ... 0.0 kJ/mol
Net charge ... -1
LUMO ... 2.69 eV
Orbital gap ... 6.9 eV

***

Q: Which formula does entry 3 have?
A: C38H26AgBrN7

***

Q: What is the formula in the second record?
A: C38H25BrF2N4OPSe2Ti